#1
This record from the Open Molecules 2025 dataset describes 2 unconnected molecules or ions with the total composition C2HF4IO. The level of theory is ωB97M-V/def2-TZVPD.

Structure (ORCA input):
```
! RIJCOSX wB97M-V def2-TZVPD def2/J DEFGRID3
* xyz 0 1
C 1.577 -0.063 0.250
C -0.997 -0.736 0.008
O 1.622 1.056 -0.085
F 1.792 -0.624 1.402
F 1.772 -1.040 -0.734
F -1.563 -0.927 -1.202
F -1.764 -1.526 0.775
I -1.583 1.730 0.401
H -0.856 2.130 -0.815
*
```

* gap between HOMO and LUMO: 9.44 eV
* highest occupied orbital energy: -9.57 eV


#2
This record from the Open Molecules 2025 dataset describes 2 unconnected molecules or ions with the total composition C2HF4IO. The level of theory is ωB97M-V/def2-TZVPD.

Structure (ORCA input):
```
! RIJCOSX wB97M-V def2-TZVPD def2/J DEFGRID3
* xyz 0 1
O -0.666 -1.070 -0.539
C -0.828 0.014 0.239
F -1.481 -0.001 1.381
C -0.289 1.185 -0.132
F 0.325 1.246 -1.367
F -0.355 2.336 0.521
H -1.231 -1.947 -0.277
F 1.700 -0.675 0.892
I 2.824 -1.087 -0.717
*
```

* gap between HOMO and LUMO: 6.85 eV
* highest occupied orbital energy: -8.71 eV
* SMILES: OC(F)=C(F)F.FI


List of relative energies, unit kJ/mol: #1 13.9; #2 0.0


#1
This record from the Open Molecules 2025 dataset describes C6H11NO5 in the gas phase. The level of theory is ωB97M-V/def2-TZVPD.

Structure (ORCA input):
```
! RIJCOSX wB97M-V def2-TZVPD def2/J DEFGRID3
* xyz 0 1
C 0.441 -2.569 0.218
C 1.590 -1.597 -0.514
O 2.436 -2.230 -1.324
N 1.561 -0.148 -0.131
C 2.537 0.727 -0.854
O 1.631 0.067 1.194
C 0.411 0.851 1.579
O 0.634 2.070 2.081
O -0.894 0.193 1.420
C -1.921 1.102 0.888
C -2.012 0.936 -0.762
O -3.454 1.009 -1.157
H 0.418 -2.302 1.363
H 0.707 -3.718 0.040
H -0.646 -2.322 -0.200
H 3.275 1.328 -0.136
H 3.194 0.225 -1.675
H 1.901 1.573 -1.407
H -1.832 2.214 1.238
H -2.967 0.709 1.308
H -1.400 1.767 -1.329
H -1.649 -0.131 -1.098
H -3.960 0.246 -0.745
*
```

* gap between HOMO and LUMO: 10.31 eV
* highest occupied orbital energy: -10.07 eV
* SMILES: CC(=O)N(C)OC(=O)OCCO


#2
This record from the Open Molecules 2025 dataset describes 2 unconnected molecules or ions with the total composition C6H11NO5. The level of theory is ωB97M-V/def2-TZVPD.

Structure (ORCA input):
```
! RIJCOSX wB97M-V def2-TZVPD def2/J DEFGRID3
* xyz 0 1
C -4.591 -0.434 -0.117
C 2.060 -0.637 0.065
C 1.717 0.716 0.714
C 0.932 -1.623 -0.018
C -0.753 0.322 -0.247
C 0.527 1.242 -0.063
N -0.138 -0.988 -0.755
O -4.782 0.511 0.458
O -4.394 -1.403 -0.676
O -1.522 0.071 0.889
O 0.950 1.449 -1.453
O -0.024 2.497 0.494
H 2.281 -0.298 -0.980
H 3.013 -1.169 0.477
H 1.383 0.592 1.833
H 2.741 1.375 0.717
H 1.122 -2.504 -0.451
H 0.650 -1.842 0.964
H 0.289 -0.641 -1.725
H -0.937 -1.658 -1.115
H -1.019 -0.168 1.806
H 1.467 2.314 -1.424
H -0.972 2.276 0.608
*
```

* gap between HOMO and LUMO: 7.21 eV
* highest occupied orbital energy: -6.84 eV


List of relative energies, unit kJ/mol: #1 320.6; #2 0.0


#1
This record from the Open Molecules 2025 dataset describes 2 unconnected molecules or ions with the total composition C4H4O2. The level of theory is ωB97M-V/def2-TZVPD.

Structure (ORCA input):
```
! RIJCOSX wB97M-V def2-TZVPD def2/J DEFGRID3
* xyz 0 3
C -1.449 -0.439 -0.116
C -1.213 0.635 0.979
C -0.362 0.437 -0.452
C 1.098 -0.024 -0.679
O -2.035 -1.449 -0.392
O -0.673 1.603 0.184
H 0.187 -0.422 2.493
H 1.335 -0.246 -1.735
H 1.356 -0.945 0.052
H 1.755 0.850 -0.333
*
```

* gap between HOMO and LUMO (alpha / beta): 9.16 / 7.30 eV
* highest occupied orbital energy (alpha / beta): -8.74 / -9.50 eV


#2
This record from the Open Molecules 2025 dataset describes 2 unconnected molecules or ions with the total composition C4H4O2. The level of theory is ωB97M-V/def2-TZVPD.

Structure (ORCA input):
```
! RIJCOSX wB97M-V def2-TZVPD def2/J DEFGRID3
* xyz 0 3
C -0.456 0.443 -1.574
C 0.853 1.010 -1.372
C 0.443 -0.527 -0.922
C -0.462 -0.780 1.877
O -1.626 0.707 -1.636
O 1.635 -0.127 -1.400
H 1.084 1.787 -0.705
H 0.400 -0.583 2.493
H -0.591 -1.794 1.582
H -1.280 -0.135 1.655
*
```

* gap between HOMO and LUMO (alpha / beta): 8.76 / 7.74 eV
* highest occupied orbital energy (alpha / beta): -8.40 / -9.93 eV


List of relative energies, unit kJ/mol: #1 63.8; #2 0.0


#1
This record from the Open Molecules 2025 dataset describes C7H7NS in the gas phase. The level of theory is ωB97M-V/def2-TZVPD.

Structure (ORCA input):
```
! RIJCOSX wB97M-V def2-TZVPD def2/J DEFGRID3
* xyz 0 1
C -1.360 0.082 1.041
C -0.183 0.817 0.985
C 2.069 0.818 0.141
C 2.823 0.308 -0.842
C -0.919 -0.693 -1.222
C -1.648 -0.829 0.096
C 0.483 -0.490 -0.917
N 0.752 0.492 0.030
S 1.952 -0.958 -1.780
H -1.800 0.291 1.947
H 0.089 1.422 1.891
H 2.426 1.436 0.886
H 3.867 0.353 -1.133
H -1.257 -1.610 -1.807
H -1.482 0.102 -1.724
H -2.344 -1.547 0.172
*
```

* gap between HOMO and LUMO: 6.82 eV
* highest occupied orbital energy: -6.22 eV


#2
This record from the Open Molecules 2025 dataset describes 2 unconnected molecules or ions with the total composition C7H7NS. The level of theory is ωB97M-V/def2-TZVPD.

Structure (ORCA input):
```
! RIJCOSX wB97M-V def2-TZVPD def2/J DEFGRID3
* xyz 0 1
C -1.056 0.298 -1.029
C -1.344 -0.650 -0.152
C -0.661 -0.410 1.126
C -0.205 1.034 0.977
C -0.350 1.342 -0.339
H -1.443 0.184 -2.045
H -1.943 -1.519 -0.361
H -1.236 -0.614 1.999
H 0.286 -1.004 1.279
H 0.194 1.596 1.856
H 0.222 2.217 -0.847
N 2.344 -2.203 2.066
C 2.558 -1.719 1.029
C 2.929 -1.536 -0.278
S 3.301 -0.034 -0.799
H 3.097 -2.388 -0.850
*
```

* gap between HOMO and LUMO: 6.56 eV
* highest occupied orbital energy: -8.45 eV
* SMILES: C1=CCC=C1.N#CC=S


#3
This record from the Open Molecules 2025 dataset describes 2 unconnected molecules or ions with the total composition C7H7NS. The level of theory is ωB97M-V/def2-TZVPD.

Structure (ORCA input):
```
! RIJCOSX wB97M-V def2-TZVPD def2/J DEFGRID3
* xyz 0 1
C -2.881 -0.939 -0.858
C -3.289 -0.020 0.038
C -0.937 -0.320 0.019
C 1.972 0.684 -1.171
C 1.702 1.630 -0.288
C 1.600 0.263 0.158
C 2.197 -0.602 1.181
N -1.463 -1.059 -0.875
S -1.981 0.738 0.887
H -3.495 -1.345 -1.566
H -4.301 0.210 0.455
H 2.169 0.487 -2.118
H 1.593 2.631 -0.136
H 1.560 -0.532 2.104
H 3.140 -0.128 1.398
H 2.415 -1.698 0.773
*
```

* gap between HOMO and LUMO (alpha / beta): 7.63 / 7.63 eV
* highest occupied orbital energy (alpha / beta): -7.21 / -7.21 eV


List of relative energies, unit kJ/mol: #1 0.0; #2 14.5; #3 337.1


#1
This record from the Open Molecules 2025 dataset describes a gas-phase ion, C3H6NOS (charge -1). The level of theory is ωB97M-V/def2-TZVPD.

Structure (ORCA input):
```
! RIJCOSX wB97M-V def2-TZVPD def2/J DEFGRID3
* xyz -1 1
N -0.606 -1.131 0.865
C -0.393 -0.157 -0.249
C -1.161 1.098 0.061
O -1.557 1.848 -0.794
C 1.104 0.039 -0.510
S 2.048 0.659 0.896
H 0.153 -0.794 1.490
H -0.115 -1.971 0.544
H -0.836 -0.552 -1.168
H -1.291 1.245 1.152
H 1.429 -0.945 -0.877
H 1.224 0.660 -1.409
*
```

* gap between HOMO and LUMO: 6.90 eV
* highest occupied orbital energy: -2.81 eV
* SMILES: N[C@@H](C=O)C[S-]


#2
This record from the Open Molecules 2025 dataset describes a gas-phase ion, C3H6NOS (charge -1). The level of theory is ωB97M-V/def2-TZVPD.

Structure (ORCA input):
```
! RIJCOSX wB97M-V def2-TZVPD def2/J DEFGRID3
* xyz -1 1
O 1.100 -1.808 1.700
C 1.497 -0.794 1.054
N 0.852 -0.412 -0.093
C -0.657 -0.507 -0.230
C -1.167 0.998 -0.676
S 0.204 1.703 -1.755
H 2.276 -0.078 1.298
H 1.334 0.399 -0.460
H -0.955 -1.364 -0.811
H -1.085 -0.583 0.799
H -2.112 0.880 -1.209
H -1.287 1.566 0.381
*
```

* gap between HOMO and LUMO: 6.90 eV
* highest occupied orbital energy: -2.88 eV
* SMILES: O=CNCC[S-]


List of relative energies, unit kJ/mol: #1 0.0; #2 35.9